DFT (ωB97M-V/def2-TZVPD) results for one molecule with the formula C22H27NO6.

Geometry as XYZ:
```
56
Properties=species:S:1:pos:R:3:forces:R:3:lowdin_charge:R:1
C -2.279 -1.520 3.712 0.14 -0.05 0.20 -0.072
H -1.990 -2.575 3.731 0.00 0.04 -0.01 0.098
O -3.018 -1.205 2.556 -0.06 0.04 -0.41 -0.057
C -2.413 -1.349 1.349 -0.23 0.10 -0.11 -0.183
C -1.127 -1.816 1.164 0.08 -0.03 -0.08 0.049
C -0.612 -1.910 -0.128 -0.55 0.16 0.04 -0.144
C -1.391 -1.544 -1.221 0.24 -0.11 0.08 0.035
C -2.686 -1.076 -1.054 -0.07 0.04 0.03 -0.180
C -3.215 -0.969 0.245 -0.04 0.01 0.24 -0.116
O -4.443 -0.531 0.606 0.50 -0.21 0.05 -0.037
C -5.378 -0.061 -0.338 -0.47 0.21 -0.29 -0.059
H -6.248 0.229 0.253 0.06 -0.01 -0.05 0.097
H -5.664 -0.837 -1.050 0.01 0.08 0.08 0.097
H -5.004 0.808 -0.883 -0.04 -0.07 0.05 0.094
O -3.479 -0.700 -2.108 0.00 -0.06 0.53 -0.111
C -2.939 -0.753 -3.406 0.08 0.00 -0.23 -0.071
H -3.731 -0.394 -4.061 0.09 -0.03 -0.01 0.097
H -2.670 -1.774 -3.691 0.01 0.04 0.01 0.100
H -2.064 -0.102 -3.505 -0.02 -0.04 0.01 0.100
H -0.946 -1.629 -2.198 0.00 0.03 -0.11 0.115
C 0.777 -2.315 -0.376 0.27 -0.03 -0.35 -0.436
O 1.306 -2.299 -1.471 -0.14 -0.12 0.15 0.085
O 1.424 -2.671 0.742 -0.34 0.06 0.13 0.018
C 2.807 -3.000 0.640 0.52 -0.07 -0.06 -0.048
C 3.660 -1.718 0.722 -0.36 -0.57 -0.17 -0.466
O 4.330 -1.449 1.696 0.18 0.03 0.41 0.071
N 3.555 -0.955 -0.376 -0.02 0.27 -0.42 0.101
H 2.961 -1.269 -1.135 0.04 -0.12 0.19 0.121
C 4.066 0.398 -0.466 0.11 0.27 -0.11 -0.362
C 4.957 0.528 -1.698 -0.04 -0.02 0.32 -0.046
H 5.379 1.528 -1.754 0.04 0.12 -0.07 0.077
H 4.379 0.343 -2.602 -0.05 -0.01 -0.15 0.080
H 5.770 -0.191 -1.651 0.08 -0.06 -0.04 0.080
C 2.892 1.384 -0.519 0.21 -0.26 0.39 -0.137
H 3.276 2.391 -0.683 -0.02 0.06 -0.08 0.122
H 2.251 1.127 -1.368 -0.01 0.04 -0.10 0.126
C 2.057 1.362 0.767 0.04 0.11 -0.29 -0.138
C 0.856 2.254 0.634 0.02 -0.05 0.13 -0.232
C -0.341 1.750 0.140 0.01 0.01 0.03 -0.028
C -1.445 2.569 -0.009 -0.07 0.00 -0.05 -0.074
C -1.366 3.909 0.327 -0.09 0.08 -0.01 -0.096
C -0.176 4.423 0.813 -0.02 0.12 0.00 -0.089
C 0.927 3.601 0.965 0.00 -0.05 0.00 -0.045
H 1.851 4.006 1.351 0.11 0.04 0.06 0.112
H -0.108 5.468 1.078 0.00 0.08 0.03 0.100
H -2.228 4.550 0.214 -0.07 0.05 0.00 0.099
H -2.370 2.156 -0.386 -0.10 -0.05 -0.04 0.097
H -0.410 0.705 -0.123 -0.01 -0.14 -0.02 0.092
H 2.679 1.688 1.602 0.00 -0.06 0.05 0.126
H 1.730 0.340 0.968 0.02 -0.01 0.07 0.109
H 4.654 0.566 0.442 -0.08 0.00 -0.13 0.146
H 2.999 -3.527 -0.300 -0.05 0.03 0.16 0.134
H 3.029 -3.637 1.497 0.00 0.16 -0.14 0.137
H -0.503 -2.097 1.995 0.00 0.00 0.13 0.116
H -1.385 -0.895 3.801 -0.02 -0.03 -0.01 0.100
H -2.946 -1.315 4.548 0.09 -0.03 -0.03 0.096
```
Positions in Å, forces in eV/Å.

## Properties
Electronic energy = -37027.2089 eV
E_HOMO = -8.30 eV
Strongest force on any atom = 0.70 eV/Å
Net charge = 0
Kohn-Sham gap = 8.69 eV
Relative energy (zero: lowest compared OMol25 entry of this formula, charge and spin) = 2.651 eV
SMILES = COc1cc(C(=O)OCC(=O)N[C@@H](C)CCc2ccccc2)cc(OC)c1OC

=====

DFT (ωB97M-V/def2-TZVPD) results for C22H28AsCeClN2OSi2 as an isolated structure.

Geometry as XYZ:
```
58
Properties=species:S:1:pos:R:3:forces:R:3:lowdin_charge:R:1
Ce -0.251 -0.261 0.443 0.19 1.96 0.64 1.004
Cl -4.134 -3.156 6.267 0.14 -0.14 0.00 0.706
C -3.050 -2.300 5.238 0.53 0.08 -1.40 -0.656
C -3.003 -0.901 5.309 -0.55 -0.18 1.14 -0.067
C -2.274 -0.140 4.433 0.44 -0.45 -0.25 0.006
C -1.506 -0.769 3.454 -0.38 0.72 -1.63 -0.237
O -1.036 0.052 2.463 0.14 -1.95 1.12 -0.295
C -1.461 -2.217 3.407 0.32 2.60 -0.64 -0.138
C -0.650 -2.903 2.475 0.64 -1.02 -1.53 -0.004
N 0.021 -2.412 1.449 -1.25 0.82 2.42 -0.061
C 0.719 -3.128 0.514 -0.13 -2.43 -0.63 -0.247
C 0.360 -4.437 0.168 -0.03 0.19 0.69 0.015
C 1.164 -5.220 -0.648 0.94 0.98 -0.95 -0.045
C 2.239 -4.651 -1.299 -0.22 0.78 0.70 0.005
C 2.545 -3.264 -1.130 0.20 -0.39 0.70 -0.123
C 3.614 -2.579 -1.788 -0.45 0.15 -1.03 0.044
C 3.785 -1.213 -1.618 0.07 -2.32 0.27 -0.031
C 2.983 -0.549 -0.689 -0.50 0.35 0.07 -0.113
N 1.961 -1.115 -0.053 1.58 -1.61 0.13 -0.052
C 1.791 -2.521 -0.178 0.16 1.61 -1.12 -0.131
C -2.306 -2.933 4.241 -0.53 -0.52 1.67 -0.042
H -3.592 -0.464 6.119 0.16 0.18 -0.43 0.120
H -2.286 0.936 4.391 -0.14 0.17 0.32 0.126
H -0.660 -3.990 2.648 0.30 0.17 -0.25 0.144
H -0.539 -4.896 0.572 0.13 0.24 0.18 0.124
H 0.982 -6.247 -0.862 -0.48 -0.57 0.14 0.112
H 2.831 -5.293 -1.909 0.53 -0.07 -0.52 0.114
H 4.179 -3.149 -2.561 -0.27 0.58 0.79 0.143
H 4.538 -0.704 -2.174 0.40 0.38 -0.09 0.104
H 3.207 0.513 -0.545 -0.71 -0.39 0.25 0.086
H -2.348 -4.013 4.147 0.02 0.03 0.07 0.122
C 3.320 1.891 -2.717 -0.97 -0.15 -0.19 -0.224
Si 1.596 2.758 -2.339 0.27 1.01 -0.49 0.247
C 0.273 2.238 -3.569 -0.22 -1.26 -0.26 -0.251
C 1.960 4.640 -2.746 -0.93 -0.91 0.10 -0.230
As 0.795 2.595 -0.087 -1.13 -0.76 0.07 0.633
Si -1.732 2.564 -0.236 0.68 0.97 0.97 0.348
C -2.475 0.768 -0.598 0.08 -0.66 -0.21 -0.283
C -2.360 3.909 -1.420 1.14 -0.90 0.45 -0.199
C -2.569 2.949 1.474 -0.33 -1.21 -0.57 -0.198
H 3.766 2.522 -3.487 0.14 0.13 0.09 0.025
H 3.272 0.879 -3.173 -0.27 0.57 0.39 0.020
H 3.992 1.852 -1.855 -0.01 0.20 -0.15 0.017
H 0.640 2.370 -4.612 -0.38 -0.19 0.59 0.043
H -0.637 2.822 -3.427 0.14 0.34 -0.09 0.001
H -0.091 1.177 -3.416 0.65 0.84 -0.33 0.029
H 1.157 5.330 -2.468 -0.13 -0.31 0.15 0.016
H 2.148 4.849 -3.803 0.20 -0.35 0.06 0.029
H 2.804 4.932 -2.158 0.78 0.30 0.29 0.004
H -3.337 0.849 -1.261 -0.07 0.15 0.13 0.059
H -2.852 0.278 0.364 0.52 0.34 -1.18 0.059
H -1.780 0.086 -1.210 -1.31 0.71 0.30 -0.004
H -2.818 3.471 -2.277 -0.56 -0.10 -0.75 0.018
H -1.484 4.458 -1.731 0.24 0.20 -0.28 0.008
H -2.998 4.604 -0.917 -0.64 0.24 0.32 0.024
H -2.846 2.022 2.047 0.50 0.89 -0.39 0.024
H -3.507 3.451 1.238 -0.25 -0.07 -0.20 0.024
H -2.059 3.658 2.101 0.60 0.06 0.32 0.025
```
Positions in Å, forces in eV/Å.

## Properties
Electronic energy = -130337.5753 eV
Multiplicity = 2
E_HOMO (spin up / spin down) = -9.78 / -9.80 eV
Strongest force on any atom = 2.85 eV/Å
Net charge = +1
Kohn-Sham gap (spin up / spin down) = 5.54 / 5.60 eV

=====

DFT (ωB97M-V/def2-TZVPD) results for C22H28AsF3N3O5SSi2Tc as an isolated structure.

Geometry as XYZ:
```
66
Properties=species:S:1:pos:R:3:forces:R:3:lowdin_charge:R:1
Tc -0.648 0.576 1.799 -0.90 0.66 -0.03 1.351
O 2.406 -2.992 -1.014 0.14 0.12 0.02 0.044
C 1.399 -3.338 -1.840 -0.08 0.04 -0.13 -0.281
C 1.679 -4.237 -2.870 0.01 -0.05 -0.04 -0.026
C 0.683 -4.620 -3.751 0.01 0.01 0.04 -0.103
C -0.610 -4.125 -3.609 0.00 -0.01 0.02 -0.106
C -0.890 -3.247 -2.573 0.00 -0.03 -0.06 -0.047
C 0.101 -2.829 -1.686 0.00 0.06 0.08 -0.090
C -0.205 -1.868 -0.568 0.21 0.17 0.18 -0.484
O 0.766 -1.158 -0.100 -0.05 -0.06 0.00 -0.216
N -1.442 -1.875 -0.184 -0.24 -0.20 -0.05 0.065
N -1.812 -1.041 0.874 0.06 -0.10 -0.27 -0.078
C -3.030 -1.274 1.206 -0.05 0.00 0.01 -0.080
C -3.808 -0.689 2.268 -0.01 0.10 0.08 -0.145
C -5.134 -1.141 2.397 0.03 -0.05 -0.12 -0.056
C -5.973 -0.682 3.381 0.00 0.09 0.13 -0.109
C -5.485 0.271 4.286 -0.04 -0.08 -0.06 -0.091
C -4.194 0.727 4.191 0.18 0.05 0.00 -0.009
C -3.315 0.254 3.192 -0.09 0.13 -0.03 -0.323
O -2.086 0.709 3.205 0.38 -0.36 -0.28 -0.213
H 2.069 -2.236 -0.479 -0.05 0.04 0.08 0.066
H 2.690 -4.620 -2.958 -0.07 0.05 0.01 0.111
H 0.919 -5.310 -4.554 -0.02 0.03 0.04 0.095
H -1.391 -4.427 -4.297 0.04 0.03 0.05 0.092
H -1.894 -2.869 -2.426 0.05 0.02 0.00 0.106
H -3.530 -2.028 0.605 -0.06 -0.09 0.00 0.122
H -5.488 -1.882 1.686 0.01 0.04 0.01 0.107
H -6.988 -1.048 3.457 0.01 0.01 -0.01 0.091
H -6.129 0.650 5.072 0.01 0.01 -0.03 0.098
H -3.796 1.466 4.876 -0.04 -0.03 0.00 0.117
C 4.353 -0.023 -0.342 -0.23 -0.32 -0.07 -0.201
Si 3.404 1.325 0.534 0.26 0.55 -0.15 0.306
C 3.940 2.971 -0.214 -0.06 0.03 -0.02 -0.244
C 3.848 1.305 2.340 -0.14 0.01 0.15 -0.211
As 1.064 1.496 0.160 0.33 -0.51 -0.14 0.988
Si 0.654 1.427 -2.158 -0.20 0.34 -0.49 0.284
C 0.636 3.242 -2.645 0.04 0.14 0.14 -0.235
C -0.999 0.699 -2.610 -0.12 -0.13 0.29 -0.183
C 2.011 0.596 -3.143 0.23 -0.19 0.19 -0.204
H 5.386 0.324 -0.464 -0.10 -0.03 0.02 0.035
H 3.946 -0.272 -1.324 0.09 0.01 0.06 0.006
H 4.368 -0.941 0.253 -0.01 0.03 -0.06 0.036
H 5.008 3.161 -0.061 -0.09 -0.05 -0.01 0.029
H 3.372 3.783 0.252 0.09 -0.01 -0.06 0.027
H 3.734 2.993 -1.290 0.06 0.03 0.08 0.010
H 4.899 1.020 2.453 -0.05 0.03 -0.05 0.035
H 3.237 0.586 2.885 0.00 -0.05 0.08 0.014
H 3.691 2.287 2.791 0.02 -0.10 -0.02 0.028
H -0.210 3.752 -2.168 0.10 -0.05 -0.08 0.031
H 0.542 3.357 -3.731 0.00 -0.03 0.11 0.030
H 1.554 3.745 -2.319 -0.11 -0.01 -0.09 0.011
H -1.795 1.096 -1.972 0.07 -0.05 -0.15 0.000
H -1.002 -0.389 -2.516 -0.04 0.08 -0.04 0.009
H -1.229 0.959 -3.649 0.07 0.01 0.07 0.042
H 2.984 1.063 -2.951 -0.12 -0.07 -0.09 0.018
H 1.779 0.704 -4.209 0.01 0.00 0.11 0.037
H 2.087 -0.474 -2.914 -0.01 0.14 -0.03 0.025
F 0.251 1.764 4.321 -0.02 0.16 -0.17 0.031
C 0.058 2.186 3.037 0.00 -0.02 0.05 -0.654
F -0.816 3.223 3.114 0.16 -0.10 0.06 0.032
F 1.262 2.785 2.702 -0.10 0.03 0.14 -0.068
O 0.419 -0.594 2.636 0.79 -1.06 0.89 -0.430
O 1.344 -1.051 3.344 0.28 0.06 0.07 -0.071
S -4.039 2.805 -0.618 -0.17 0.11 -0.15 0.520
C -2.772 2.206 0.167 0.23 -0.01 0.16 -0.952
N -1.839 1.765 0.724 -0.67 0.45 -0.46 -0.143
```
Positions in Å, forces in eV/Å.

## Properties
Electronic energy = -135756.8450 eV
Multiplicity = 4
E_HOMO (spin up / spin down) = -5.21 / -5.21 eV
Strongest force on any atom = 1.60 eV/Å
Net charge = -1
Kohn-Sham gap (spin up / spin down) = 6.74 / 6.12 eV

=====

DFT (ωB97M-V/def2-TZVPD) results for C22H28Cl4N2O4Pr as an isolated structure.

Geometry as XYZ:
```
61
Properties=species:S:1:pos:R:3:forces:R:3:lowdin_charge:R:1
Pr 0.000 0.000 0.000 -7.97 -2.26 -1.65 0.287
Cl -1.005 1.793 -1.347 -1.51 3.34 -2.37 0.199
N 0.431 -0.907 -1.802 0.96 -4.08 -6.76 -0.043
N -0.796 0.991 1.623 -3.74 3.19 6.23 -0.044
C 1.509 -0.702 -2.456 -0.54 -0.39 -0.12 -0.319
C -0.197 1.935 2.240 -0.62 -0.32 0.07 -0.318
C -0.502 -1.684 -2.700 0.73 0.25 -0.47 -0.479
C 0.104 -1.330 -4.057 0.29 0.01 -0.03 -0.063
C -1.952 -1.273 -2.604 0.00 0.08 0.06 -0.028
C -0.313 -3.168 -2.407 -0.01 0.07 -0.02 0.004
H -2.069 -0.204 -2.746 0.03 0.15 -0.05 0.044
H -2.357 -1.540 -1.634 -0.16 -0.11 0.20 0.067
H -2.523 -1.803 -3.367 -0.06 -0.10 -0.05 0.095
H 0.724 -3.467 -2.559 0.11 0.01 0.01 0.096
H -0.939 -3.755 -3.079 -0.09 -0.05 -0.02 0.092
H -0.590 -3.391 -1.384 -0.04 -0.03 0.15 0.065
C -2.221 0.956 2.121 0.42 0.71 0.36 -0.480
C -2.329 2.376 2.677 0.24 0.11 0.15 -0.064
C -2.303 -0.063 3.252 -0.03 0.06 -0.04 0.003
C -3.254 0.697 1.050 0.07 -0.02 -0.07 -0.026
H -3.131 1.376 0.214 0.04 0.13 -0.09 0.046
H -4.249 0.829 1.476 -0.10 -0.03 0.07 0.095
H -3.177 -0.322 0.685 -0.05 -0.26 -0.09 0.067
H -1.609 0.187 4.054 0.10 0.02 0.04 0.096
H -2.068 -1.055 2.886 0.06 -0.16 -0.06 0.067
H -3.313 -0.069 3.663 -0.10 -0.04 0.01 0.092
O -0.957 2.736 3.005 -0.32 0.15 0.00 0.041
H -2.923 2.444 3.582 -0.05 0.05 0.12 0.128
H -2.683 3.087 1.931 -0.02 0.01 -0.07 0.136
O 1.500 -1.034 -3.757 -0.22 -0.01 -0.27 0.042
H -0.335 -0.431 -4.486 -0.05 0.06 0.01 0.136
H 0.078 -2.147 -4.771 0.04 -0.08 -0.11 0.128
C 2.768 -0.195 -1.891 0.34 -0.06 -0.08 -0.034
C 1.253 2.182 2.242 0.23 0.11 0.22 -0.032
C 1.917 2.221 0.892 0.91 0.89 -0.84 -0.176
H 1.708 1.370 2.819 -0.02 -0.17 0.00 0.149
H 1.432 3.093 2.798 -0.05 0.16 0.07 0.105
C 1.733 1.205 -0.049 4.44 1.59 0.74 -0.300
C 2.651 1.078 -1.096 0.55 1.38 0.06 -0.177
H 1.151 -0.684 0.800 6.78 -3.00 4.20 -0.103
C 3.580 2.097 -1.349 -0.16 -0.34 -0.06 -0.225
C 3.621 3.184 -0.492 0.11 0.12 -0.04 -0.033
C 4.541 2.048 -2.501 0.17 0.07 -0.12 -0.064
C 2.842 3.247 0.651 -0.30 -0.21 0.23 -0.225
H 4.319 3.987 -0.696 0.07 0.09 -0.03 0.098
C 3.032 4.402 1.592 0.09 0.19 0.08 -0.065
H 3.716 5.130 1.163 0.09 0.09 -0.06 0.066
H 3.454 4.091 2.549 0.03 -0.05 0.09 0.079
H 2.097 4.921 1.803 -0.10 0.02 0.02 0.079
H 5.279 1.252 -2.391 0.05 -0.09 0.02 0.079
H 5.090 2.984 -2.574 0.07 0.12 0.00 0.066
H 4.037 1.893 -3.455 -0.07 -0.03 -0.07 0.078
H 3.481 -0.094 -2.699 0.04 0.02 -0.18 0.106
H 3.152 -0.976 -1.227 -0.07 -0.09 0.14 0.147
Cl -2.965 -4.174 2.952 0.02 0.05 -0.05 0.584
C -1.729 -4.168 1.670 0.43 -1.02 0.73 -1.490
Cl -0.133 -4.442 2.425 -0.32 0.02 -0.13 0.587
Cl -2.054 -5.508 0.543 0.00 0.08 -0.01 0.585
C -1.781 -2.864 0.928 -0.66 5.47 -3.34 -0.731
O -2.893 -2.540 0.322 3.33 -1.83 2.31 -0.092
O -0.709 -2.086 0.900 -3.45 -4.07 0.97 -0.223
```
Positions in Å, forces in eV/Å.

## Properties
Electronic energy = -98594.1945 eV
Multiplicity = 3
E_HOMO (spin up / spin down) = -2.52 / -2.92 eV
Strongest force on any atom = 8.53 eV/Å
Net charge = -1
Kohn-Sham gap (spin up / spin down) = 5.13 / 5.53 eV
Relative energy (zero: lowest compared OMol25 entry of this formula, charge and spin) = 3.367 eV